(1)
{"formula": "C27H40N2O3", "method": "the ωB97M-V functional and the def2-TZVPD basis", "species": ["C", "H", "H", "H", "C", "N", "C", "H", "C", "C", "C", "C", "N", "C", "H", "C", "C", "C", "C", "C", "C", "C", "H", "H", "H", "O", "C", "H", "H", "H", "H", "H", "H", "H", "C", "H", "H", "H", "H", "H", "H", "H", "H", "H", "H", "C", "C", "C", "C", "C", "C", "C", "H", "C", "O", "C", "H", "H", "H", "H", "H", "O", "C", "H", "H", "H", "H", "H", "H", "H", "H", "H"], "coordinates": [[2.51964, -2.53442, 3.35023], [1.75207, -2.27061, 4.07160], [2.05077, -3.08745, 2.54136], [3.25276, -3.17180, 3.83936], [3.20751, -1.29235, 2.79441], [2.30829, -0.49986, 1.98192], [2.95946, 0.42766, 1.07477], [3.96584, 0.06418, 0.85393], [2.17205, 0.52030, -0.23802], [2.32838, -0.75541, -1.06213], [1.52122, -0.62495, -2.34743], [1.94830, 0.62670, -3.10933], [1.77431, 1.79632, -2.27299], [1.90992, 3.05780, -2.97270], [2.94382, 3.44123, -2.92764], [0.94747, 4.11127, -2.39749], [-0.47717, 3.71374, -2.65581], [-1.06781, 2.73188, -1.86907], [-2.37078, 2.32112, -2.11602], [-3.08711, 2.90516, -3.16207], [-2.49807, 3.87635, -3.94319], [-1.19600, 4.28134, -3.69628], [-0.74131, 5.04292, -4.31336], [-3.05729, 4.32342, -4.75221], [-4.10016, 2.57963, -3.33873], [-3.03956, 1.37488, -1.39680], [-2.36479, 0.72726, -0.34458], [-3.09294, 0.05620, 0.10761], [-1.51820, 0.13787, -0.70710], [-2.01959, 1.43693, 0.41420], [-0.48446, 2.29116, -1.07849], [1.11940, 4.20787, -1.32448], [1.16092, 5.07250, -2.86820], [1.65697, 2.90613, -4.02482], [2.60317, 1.71494, -1.08720], [2.48361, 2.63815, -0.51403], [3.67584, 1.61747, -1.34714], [1.32345, 0.74579, -3.99817], [2.99962, 0.51388, -3.43865], [0.46092, -0.54787, -2.10353], [1.66519, -1.50271, -2.98019], [1.99557, -1.61631, -0.48236], [3.38465, -0.89948, -1.30647], [1.11246, 0.64767, 0.00145], [3.06644, 1.43228, 1.51947], [1.23538, 0.10577, 2.75301], [0.00212, -0.75992, 2.81329], [-0.75444, -0.86973, 3.96668], [-1.90812, -1.63910, 3.99406], [-2.32801, -2.30934, 2.85470], [-1.57103, -2.20078, 1.67898], [-0.42248, -1.43754, 1.67724], [0.15601, -1.37583, 0.77274], [-2.03777, -2.91555, 0.44152], [-1.29495, -2.50428, -0.68170], [-1.74801, -3.08728, -1.87343], [-1.67959, -4.18218, -1.83485], [-2.78874, -2.80893, -2.08313], [-1.10620, -2.71267, -2.66857], [-1.93899, -4.00537, 0.58669], [-3.11004, -2.71075, 0.28894], [-3.45008, -3.08873, 2.77362], [-4.25153, -3.22718, 3.92131], [-5.07563, -3.87598, 3.62815], [-4.65124, -2.26331, 4.25290], [-3.69989, -3.69421, 4.74368], [-2.46953, -1.70429, 4.91279], [-0.44975, -0.35254, 4.86601], [0.95185, 1.04973, 2.27493], [1.56847, 0.34775, 3.77640], [4.03664, -1.61214, 2.15829], [3.63075, -0.70442, 3.63209]], "molar_mass_g_mol": 440.63, "total_energy_ev": -37770.0565, "spin_multiplicity": 1, "total_charge": 0, "de_lowest_kj_mol": 2.8, "homo_energy_ev": -7.991, "smiles": "CCN(Cc1ccc(OC)c(COC)c1)C[C@@H]1CCCN(CCc2cccc(OC)c2)C1", "largest_force_ev_per_a": 0.60}

(2)
{"formula": "C27H40N5O13S", "method": "the ωB97M-V functional and the def2-TZVPD basis", "species": ["O", "C", "N", "N", "C", "N", "C", "N", "N", "S", "H", "H", "H", "H", "O", "C", "O", "C", "C", "C", "H", "H", "H", "H", "H", "H", "O", "C", "O", "C", "C", "C", "H", "H", "H", "H", "H", "H", "O", "C", "O", "C", "C", "C", "H", "H", "H", "H", "H", "H", "O", "C", "O", "C", "C", "C", "H", "H", "H", "H", "H", "H", "O", "C", "O", "C", "C", "C", "H", "H", "H", "H", "H", "H", "O", "C", "O", "C", "C", "C", "H", "H", "H", "H", "H", "H"], "coordinates": [[3.88954, 0.91108, 0.18935], [4.05439, 0.56475, -1.11782], [3.68416, 0.35542, -2.45244], [3.32454, -0.97939, -2.48418], [2.13062, -1.53216, -2.10469], [1.83126, -3.04374, -2.13310], [0.40721, -3.04265, -1.58462], [-0.12598, -1.65614, -1.29152], [0.92066, -0.78098, -1.60216], [0.58053, 0.91408, -1.37527], [4.06779, -1.65787, -2.83172], [-0.29016, -3.97293, -1.37545], [-1.05625, -1.31988, -0.94057], [-0.78551, 1.12209, -1.11766], [-2.46935, -1.87034, 0.57870], [-2.11352, -1.65533, 1.72558], [-1.13127, -2.35102, 2.37008], [-1.05535, -1.90829, 3.72434], [-1.66867, -0.53251, 3.72800], [-2.71169, -0.63299, 2.64383], [-1.60988, -2.61232, 4.35362], [-0.01070, -1.89015, 4.04834], [-2.07540, -0.24509, 4.70120], [-0.91398, 0.21088, 3.44370], [-3.66311, -1.01095, 3.02822], [-2.85213, 0.32213, 2.13251], [0.10017, 4.19861, -1.68101], [0.56783, 4.44278, -0.58108], [0.46296, 3.61641, 0.50073], [1.02606, 4.26370, 1.64079], [1.96589, 5.30145, 1.08518], [1.29397, 5.69870, -0.20484], [0.21456, 4.70863, 2.22616], [1.54910, 3.52968, 2.26068], [2.13390, 6.13924, 1.76710], [2.93792, 4.84270, 0.86676], [0.56622, 6.50091, -0.05438], [2.02412, 5.97589, -0.96868], [1.95858, -3.58189, 4.22995], [2.14199, -4.27438, 3.24253], [3.01867, -5.31964, 3.18736], [3.05544, -5.83020, 1.85554], [1.75702, -5.39629, 1.22724], [1.48295, -4.08046, 1.91053], [3.92653, -5.40806, 1.34352], [3.15253, -6.91949, 1.88076], [1.80990, -5.32101, 0.13789], [0.96545, -6.11259, 1.47894], [1.96264, -3.24531, 1.39262], [0.41101, -3.90252, 2.02316], [5.42379, -3.23833, 0.95936], [5.77963, -3.02332, 2.10624], [6.76188, -3.71901, 2.75074], [6.83779, -3.27627, 4.10500], [6.22448, -1.90050, 4.10866], [5.18146, -2.00097, 3.02449], [6.28326, -3.98031, 4.73428], [7.88245, -3.25814, 4.42900], [5.81775, -1.61308, 5.08186], [6.97916, -1.15711, 3.82436], [4.23004, -2.37893, 3.40888], [5.04102, -1.04586, 2.51317], [-1.13430, 0.32100, -2.16595], [-2.30080, 0.15095, -2.47985], [-3.35113, 0.22973, -1.61106], [-4.55116, -0.13143, -2.29317], [-4.26051, 0.09104, -3.75431], [-2.78757, -0.21708, -3.84871], [-4.77846, -1.17900, -2.06933], [-5.37738, 0.49346, -1.94177], [-4.87912, -0.52256, -4.41459], [-4.43264, 1.14348, -4.01077], [-2.60462, -1.28169, -4.01886], [-2.29960, 0.38768, -4.61654], [-6.23376, 2.50532, -3.21404], [-6.13774, 3.61452, -3.71265], [-6.84854, 4.03372, -4.80042], [-6.40633, 5.33762, -5.17468], [-5.77212, 5.91341, -3.93566], [-5.20082, 4.69290, -3.25937], [-5.69330, 5.24110, -6.00018], [-7.25949, 5.93390, -5.51109], [-5.02658, 6.68325, -4.15168], [-6.54404, 6.35963, -3.29688], [-4.19291, 4.46406, -3.61652], [-5.21299, 4.79428, -2.17172]], "molar_mass_g_mol": 674.71, "total_energy_ev": -73534.8448, "spin_multiplicity": 1, "total_charge": 1, "homo_energy_ev": -10.255, "largest_force_ev_per_a": 11.91}

(3)
{"formula": "C27H41AuN4O2Si4", "method": "the ωB97M-V functional and the def2-TZVPD basis", "species": ["Au", "N", "C", "C", "O", "O", "H", "H", "H", "H", "N", "C", "C", "C", "C", "C", "C", "C", "C", "C", "C", "C", "C", "N", "C", "C", "C", "C", "N", "H", "H", "H", "H", "H", "H", "H", "H", "H", "H", "C", "Si", "C", "C", "Si", "Si", "C", "C", "C", "Si", "C", "C", "C", "H", "H", "H", "H", "H", "H", "H", "H", "H", "H", "H", "H", "H", "H", "H", "H", "H", "H", "H", "H", "H", "H", "H", "H", "H", "H", "H"], "coordinates": [[-1.03793, -0.51878, 0.79554], [-1.40217, -0.31443, -1.40728], [-0.96438, 1.02389, -1.84806], [0.52060, 1.27596, -1.67931], [0.98636, 2.36580, -1.91070], [1.21402, 0.20929, -1.34651], [-0.93706, -1.03380, -1.95002], [-2.39990, -0.40568, -1.56168], [-1.52249, 1.75985, -1.27323], [-1.14379, 1.20956, -2.91243], [-4.93698, -0.28829, 10.42957], [-4.51866, -0.30474, 9.35959], [-3.99368, -0.32589, 8.01709], [-4.54921, -1.17730, 7.06652], [-4.04499, -1.18965, 5.77842], [-2.97742, -0.36832, 5.42026], [-2.43035, 0.47924, 6.38255], [-2.93412, 0.50800, 7.67042], [-2.44905, -0.39270, 4.02541], [-1.07292, -0.67337, 3.89788], [-0.21194, -1.06734, 4.96180], [1.05902, -1.18738, 4.44849], [0.95233, -0.87276, 3.08025], [-0.29942, -0.58188, 2.74021], [-3.38893, -0.10839, 3.03037], [-4.70239, 0.43407, 3.23986], [-5.25102, 0.62632, 1.99995], [-4.26311, 0.19065, 1.07290], [-3.16595, -0.23293, 1.66783], [-5.37120, -1.82426, 7.34097], [-4.46421, -1.86153, 5.04147], [-1.62226, 1.14305, 6.10565], [-2.51461, 1.17640, 8.40992], [-0.51370, -1.26005, 5.97745], [1.95530, -1.46806, 4.97668], [1.73583, -0.83294, 2.33869], [-5.15134, 0.68452, 4.18657], [-6.22161, 1.03320, 1.76583], [-4.34946, 0.16800, -0.00741], [3.86854, 1.22569, 1.66500], [4.13294, 1.57646, -0.15607], [3.80083, 3.38311, -0.48715], [5.94083, 1.24131, -0.56929], [2.96734, 0.09883, -1.54322], [3.29130, 0.59465, -3.83810], [1.92045, -0.27130, -4.81539], [3.24062, 2.42702, -4.25402], [4.96107, -0.03700, -4.43151], [3.11458, -2.22318, -1.18628], [4.82538, -2.73230, -1.78581], [2.91869, -2.89762, 0.54767], [1.78369, -3.04320, -2.22259], [4.43443, 1.95325, 2.25262], [4.21348, 0.22686, 1.94218], [2.81824, 1.30824, 1.95380], [4.45236, 3.98110, 0.15571], [2.76384, 3.64963, -0.28519], [4.00863, 3.64439, -1.52660], [6.58385, 1.85319, 0.06898], [6.16902, 1.49599, -1.60715], [6.21816, 0.19600, -0.41257], [1.10735, -0.62141, -4.17477], [2.31214, -1.14239, -5.34486], [1.49103, 0.40704, -5.55502], [2.58841, 2.99004, -3.58590], [2.88074, 2.55864, -5.27692], [4.24068, 2.86319, -4.19223], [4.99022, -1.12365, -4.50454], [5.77000, 0.27406, -3.76670], [5.17179, 0.36864, -5.42447], [5.60209, -2.12989, -1.30718], [4.93663, -2.61063, -2.86239], [5.02622, -3.77945, -1.54571], [3.60976, -2.45088, 1.26561], [3.12428, -3.97036, 0.50585], [1.90346, -2.76306, 0.92629], [1.87842, -2.81843, -3.28582], [0.79809, -2.71152, -1.88460], [1.83218, -4.12772, -2.09847]], "molar_mass_g_mol": 762.96, "total_energy_ev": -73925.7333, "spin_multiplicity": 1, "total_charge": 0, "de_lowest_kj_mol": 21.0, "homo_energy_ev": -7.435, "largest_force_ev_per_a": 0.79}